# C5H9N5O

A cluster of 2 separate species, C5H9N5O in total in a non-equilibrium geometry (ωB97M-V/def2-TZVPD, the OMol25 dataset).

```
20
Properties=species:S:1:pos:R:3:forces:R:3
C 1.938 -2.198 -0.791 -0.1 -0.3 0.0
N 2.607 -0.923 -0.624 -0.2 -0.1 0.3
C 1.907 0.034 0.063 -0.4 -0.4 0.0
O 0.830 -0.213 0.582 0.2 0.4 -0.1
N 2.548 1.251 0.097 0.5 0.4 -0.4
N 1.871 2.333 0.631 -0.2 0.4 1.3
H 2.641 -2.922 -1.226 -0.3 0.2 0.1
H 1.027 -2.104 -1.409 0.4 -0.2 0.1
H 1.623 -2.527 0.204 0.1 -0.2 -0.3
H 3.193 -0.604 -1.363 0.3 0.1 -0.4
H 3.559 1.226 0.177 -0.2 0.0 -0.1
H 2.066 3.214 0.164 0.1 -0.5 -0.1
H 2.055 2.427 1.641 -0.2 0.0 -0.7
N -2.698 -1.929 1.335 0.6 1.4 -1.3
C -2.366 -1.047 0.655 -0.4 -0.9 1.2
C -1.980 0.170 -0.098 -0.4 -0.5 -0.2
C -3.175 0.841 -0.653 -0.7 1.0 -0.6
N -4.044 1.471 -1.093 1.1 -1.0 0.6
H -1.464 0.858 0.566 0.1 0.0 0.1
H -1.270 -0.087 -0.897 -0.3 0.1 0.3
```
Positions in Å, forces in eV/Å.

Output
Total charge: 0
Highest occupied orbital energy (eV): -10.00
Frontier orbital gap (eV): 10.418
Total energy (Eh): -544.90708
ΔE to the lowest compared entry with this formula, charge and spin (kJ/mol): 127.9
SMILES: CNC(=O)NN.N#CCC#N
Multiplicity: 1

---

# C8H14N5

The ion C8H14N5 with charge +1 in a non-equilibrium geometry (ωB97M-V/def2-TZVPD, the OMol25 dataset).

```
27
Properties=species:S:1:pos:R:3:forces:R:3
C -0.728 1.700 1.836 0.6 2.3 -2.4
C -0.735 1.978 0.301 -1.6 -0.3 0.1
C -0.537 0.727 -0.565 2.9 1.6 1.7
N -0.764 1.016 -1.945 0.8 1.0 -0.7
N -1.514 -0.299 -0.274 1.2 -1.2 0.5
C -1.172 -1.588 -0.240 -0.4 -2.3 -0.5
N -2.131 -2.550 -0.379 -2.0 2.2 0.6
N 0.080 -2.080 -0.173 -1.8 2.2 0.0
C 1.133 -1.187 -0.035 -0.2 0.9 -0.5
C 2.462 -1.443 0.093 1.3 2.0 1.0
C 3.055 -0.191 0.228 3.6 -1.3 0.3
N 2.151 0.783 0.043 1.5 1.8 0.1
C 0.989 0.163 -0.107 -6.6 0.5 -1.8
H -0.062 0.885 1.912 1.0 -0.6 1.2
H -1.695 1.438 2.172 -1.0 -0.3 0.4
H -0.429 2.700 2.224 0.1 -1.2 0.6
H 0.033 2.619 -0.065 1.0 0.7 0.3
H -1.637 2.570 0.061 0.0 -0.6 -0.3
H -0.362 0.240 -2.463 0.0 0.6 -0.6
H -0.437 1.964 -2.277 -0.3 -1.7 0.5
H -2.292 -0.087 -0.869 -1.0 -0.1 0.0
H -1.886 -3.496 -0.212 0.1 -0.7 0.1
H -3.123 -2.287 -0.124 1.8 -0.5 -0.5
H 0.155 -3.036 0.050 0.5 -1.0 0.2
H 2.859 -2.361 0.317 1.3 -1.9 0.3
H 4.143 0.029 0.492 -1.9 -0.2 -0.6
H 2.445 1.791 -0.002 -1.0 -1.6 0.1
```
Positions in Å, forces in eV/Å.

Output
Total charge: +1
Highest occupied orbital energy (eV): -11.70
Frontier orbital gap (eV): 8.965
Total energy (Eh): -586.77932
ΔE to the lowest compared entry with this formula, charge and spin (kJ/mol): 0.0
SMILES: CC[C@]1(N)NC(=[NH2+])Nc2cc[nH]c21
Multiplicity: 1

---

# C20H17Br2O

The ion C20H17Br2O with charge +1 in a non-equilibrium geometry (ωB97M-V/def2-TZVPD, the OMol25 dataset).

```
40
Properties=species:S:1:pos:R:3:forces:R:3
Br 3.791 -5.467 -2.129 -0.3 0.6 0.1
C 2.919 -3.875 -1.523 0.0 0.4 -0.1
C 3.312 -3.319 -0.302 -0.4 0.1 0.1
C 2.621 -2.217 0.206 0.6 -0.4 -0.5
C 1.554 -1.637 -0.488 -0.3 0.5 0.4
C 0.816 -0.444 0.174 1.9 0.4 1.5
C 0.226 0.522 -0.787 -0.4 0.5 0.0
C -0.339 1.696 -0.447 0.1 -0.3 0.0
C -1.166 2.505 -1.341 -0.6 1.3 -0.8
C -1.553 3.817 -0.947 0.0 -0.5 -0.8
C -2.378 4.616 -1.752 0.3 -0.3 0.0
C -2.830 4.129 -2.982 0.2 -0.5 0.5
Br -4.028 5.181 -4.010 0.3 -0.2 0.1
C -2.447 2.850 -3.417 0.3 0.0 0.3
C -1.628 2.048 -2.596 0.1 0.4 -0.2
C 1.207 -2.148 -1.745 0.7 -0.8 0.2
C 1.917 -3.259 -2.277 -0.3 0.3 0.5
H 4.116 -3.781 0.266 -0.1 0.2 -0.1
H 2.948 -1.804 1.162 0.0 0.0 -0.3
H 1.403 0.011 0.992 1.3 0.8 -1.6
H 0.322 0.297 -1.861 -0.4 -0.2 0.7
H -0.231 2.116 0.558 -0.2 -0.4 -0.1
H -1.137 4.239 -0.041 -0.2 -0.1 0.1
H -2.653 5.623 -1.439 0.1 -0.3 0.0
H -2.787 2.512 -4.401 0.2 0.0 0.5
H -1.283 1.070 -2.963 -0.5 0.5 0.1
H 0.389 -1.717 -2.311 0.1 -0.1 0.0
H 1.664 -3.669 -3.254 0.0 0.2 0.3
C -1.218 0.260 4.663 -0.6 0.7 0.1
C -0.380 -0.474 3.672 -1.3 -0.3 -2.6
C 0.409 -1.648 3.639 0.4 -0.1 -2.0
C 0.609 -1.938 2.262 -0.6 -0.7 2.0
C -0.085 -1.011 1.436 -1.9 -0.5 -1.3
O -0.689 -0.096 2.373 1.0 -0.4 1.1
H -0.940 0.258 5.726 0.3 -0.5 -0.5
H -1.320 1.326 4.372 0.2 -0.6 -0.1
H -2.262 -0.143 4.572 0.9 0.1 0.1
H 0.779 -2.288 4.441 -0.2 0.6 -0.1
H 1.178 -2.756 1.827 -0.3 0.1 0.5
H -0.822 -1.387 0.668 -0.2 -0.3 1.7
```
Positions in Å, forces in eV/Å.

Output
Total charge: +1
Highest occupied orbital energy (eV): -10.94
Frontier orbital gap (eV): 5.488
Total energy (Eh): -5995.24071
Multiplicity: 1

---

Question: Look up the total energy of the second one.
Answer: -586.77932 Eh